Here is a 15-piece molecular cluster, C45H120O45S15 overall at a distorted geometry from the Open Molecules 2025 dataset. Energies are from ωB97M-V with the def2-TZVPD basis set.

Last column: Löwdin charge in e.
CARTESIAN COORDINATES (ANGSTROEM)
1 O 0.45 -2.60 1.18  -0.272
2 S -0.80 -1.92 1.01  0.528
3 O -1.97 -2.69 0.90  -0.261
4 O -1.07 -1.06 2.30  -0.272
5 C -2.43 -0.48 2.63  -0.197
6 C -2.84 -1.06 3.97  -0.046
7 C -0.57 -0.60 -0.14  -0.081
8 H -3.26 -0.67 1.92  0.092
9 H -2.32 0.56 2.74  0.057
10 H -3.28 -2.09 3.87  0.102
11 H -3.62 -0.43 4.36  0.055
12 H -2.02 -0.96 4.68  0.075
13 H -1.44 0.07 -0.09  0.055
14 H -0.45 -1.09 -1.11  0.054
15 H 0.34 -0.12 0.04  0.047
16 O -7.33 2.25 2.47  -0.287
17 S -6.20 3.03 2.11  0.568
18 O -6.10 3.32 0.70  -0.274
19 O -6.13 4.35 2.96  -0.277
20 C -6.96 4.62 4.17  -0.177
21 C -7.72 5.91 3.77  -0.058
22 C -4.79 2.21 2.74  -0.111
23 H -6.30 4.66 5.07  0.104
24 H -7.68 3.80 4.32  0.116
25 H -7.03 6.75 3.63  0.082
26 H -8.48 6.12 4.53  0.078
27 H -8.25 5.76 2.84  0.080
28 H -3.89 2.75 2.51  0.039
29 H -4.76 1.26 2.18  0.072
30 H -4.97 2.04 3.78  0.038
31 O 1.68 -2.17 -2.97  -0.276
32 S 0.56 -2.81 -3.54  0.586
33 O 0.78 -3.95 -4.45  -0.297
34 O -0.20 -3.25 -2.24  -0.268
35 C -1.31 -4.19 -2.26  -0.271
36 C -0.76 -5.53 -1.99  -0.081
37 C -0.47 -1.70 -4.46  -0.100
38 H -1.83 -4.10 -3.24  0.127
39 H -2.04 -3.90 -1.51  0.107
40 H -1.61 -6.23 -1.89  0.089
41 H -0.26 -5.52 -0.97  0.105
42 H -0.07 -5.90 -2.80  0.092
43 H 0.11 -1.49 -5.33  0.034
44 H -0.80 -0.86 -3.96  0.027
45 H -1.29 -2.29 -4.84  0.085
46 O 6.00 2.53 -2.53  -0.280
47 S 4.60 2.26 -2.68  0.571
48 O 4.00 1.25 -1.82  -0.292
49 O 3.81 3.64 -2.61  -0.258
50 C 3.48 4.05 -1.25  -0.302
51 C 2.49 5.11 -1.40  -0.090
52 C 4.30 1.77 -4.29  -0.118
53 H 4.41 4.37 -0.69  0.146
54 H 3.04 3.13 -0.74  0.103
55 H 3.01 5.94 -1.99  0.109
56 H 2.21 5.40 -0.36  0.092
57 H 1.57 4.72 -2.02  0.108
58 H 4.55 2.59 -4.94  0.095
59 H 3.26 1.51 -4.31  0.060
60 H 4.88 0.89 -4.38  0.059
61 O -1.22 4.22 -0.93  -0.283
62 S -2.36 3.63 -0.27  0.551
63 O -2.06 2.37 0.33  -0.293
64 O -2.85 4.68 0.79  -0.269
65 C -1.88 5.35 1.68  -0.192
66 C -2.77 6.29 2.50  -0.042
67 C -3.80 3.48 -1.21  -0.110
68 H -1.12 5.85 1.09  0.114
69 H -1.34 4.64 2.33  0.095
70 H -2.31 6.73 3.38  0.080
71 H -3.61 5.70 2.85  0.064
72 H -3.04 7.14 1.86  0.087
73 H -3.42 3.07 -2.18  0.085
74 H -4.19 4.46 -1.24  0.069
75 H -4.48 2.75 -0.74  0.053
76 O 4.11 -1.29 3.21  -0.261
77 S 4.23 -0.35 2.17  0.580
78 O 3.62 0.94 2.31  -0.297
79 O 5.77 -0.03 2.09  -0.267
80 C 6.23 1.33 1.76  -0.195
81 C 6.98 1.29 0.41  -0.051
82 C 3.78 -1.02 0.58  -0.081
83 H 6.96 1.47 2.54  0.113
84 H 5.34 1.98 1.84  0.107
85 H 7.60 0.36 0.59  0.100
86 H 7.61 2.14 0.27  0.066
87 H 6.31 1.21 -0.48  0.044
88 H 4.68 -0.99 -0.01  0.041
89 H 2.97 -0.39 0.16  0.072
90 H 3.40 -1.99 0.70  0.052
91 O -2.75 -1.59 -2.65  -0.285
92 S -3.71 -0.55 -2.59  0.572
93 O -3.42 0.71 -3.15  -0.273
94 O -4.93 -1.32 -3.31  -0.243
95 C -6.07 -0.41 -3.74  -0.219
96 C -6.23 -0.50 -5.22  -0.080
97 C -4.18 -0.26 -0.85  -0.068
98 H -5.89 0.68 -3.42  0.138
99 H -6.95 -0.76 -3.21  0.114
100 H -7.17 -0.01 -5.52  0.085
101 H -6.36 -1.53 -5.53  0.076
102 H -5.37 -0.04 -5.78  0.099
103 H -3.82 -1.13 -0.31  0.050
104 H -5.24 -0.27 -0.83  0.045
105 H -3.77 0.64 -0.43  0.038
106 O 7.35 -3.74 -3.58  -0.309
107 S 7.12 -2.30 -3.80  0.578
108 O 7.82 -1.60 -4.82  -0.270
109 O 5.59 -2.06 -4.16  -0.276
110 C 4.56 -2.96 -3.58  -0.240
111 C 4.28 -4.10 -4.46  -0.072
112 C 7.28 -1.50 -2.23  -0.119
113 H 3.63 -2.35 -3.49  0.097
114 H 4.86 -3.30 -2.57  0.121
115 H 3.44 -4.69 -4.01  0.104
116 H 5.18 -4.57 -4.79  0.071
117 H 3.86 -3.61 -5.34  0.071
118 H 6.51 -1.94 -1.57  0.045
119 H 7.20 -0.35 -2.43  0.113
120 H 8.28 -1.75 -1.89  0.069
121 O -5.20 1.03 5.71  -0.296
122 S -4.64 1.38 6.97  0.610
123 O -3.18 1.10 7.06  -0.288
124 O -5.00 2.89 7.30  -0.229
125 C -4.18 3.91 6.85  -0.329
126 C -3.26 4.44 7.86  -0.060
127 C -5.56 0.40 8.05  -0.122
128 H -4.88 4.68 6.57  0.102
129 H -3.70 3.57 5.89  0.125
130 H -2.52 3.70 8.19  0.096
131 H -3.88 4.88 8.67  0.095
132 H -2.80 5.30 7.34  0.096
133 H -5.39 0.72 9.03  0.056
134 H -5.33 -0.66 7.92  0.096
135 H -6.62 0.62 7.77  0.095
136 O 6.26 -2.85 0.46  -0.279
137 S 6.50 -4.22 0.72  0.545
138 O 6.77 -4.72 2.03  -0.270
139 O 5.21 -4.93 0.11  -0.269
140 C 4.86 -6.37 0.45  -0.214
141 C 5.69 -7.35 -0.25  -0.105
142 C 7.83 -4.66 -0.35  -0.117
143 H 3.76 -6.43 0.21  0.139
144 H 5.05 -6.50 1.56  0.127
145 H 5.32 -8.38 -0.07  0.096
146 H 6.74 -7.30 0.10  0.079
147 H 5.68 -7.30 -1.36  0.095
148 H 8.18 -5.70 -0.18  0.074
149 H 8.61 -4.00 -0.05  0.069
150 H 7.41 -4.74 -1.35  0.058
151 O 2.54 1.74 -7.59  -0.293
152 S 3.14 0.43 -7.74  0.629
153 O 3.61 0.01 -9.07  -0.288
154 O 4.32 0.26 -6.69  -0.290
155 C 5.56 -0.31 -7.07  -0.250
156 C 5.43 -1.77 -7.42  -0.074
157 C 1.96 -0.68 -7.06  -0.118
158 H 6.22 -0.20 -6.24  0.084
159 H 6.03 0.31 -7.96  0.164
160 H 4.80 -1.99 -8.30  0.080
161 H 5.12 -2.36 -6.60  0.033
162 H 6.43 -2.16 -7.74  0.105
163 H 1.50 -0.26 -6.16  0.047
164 H 2.48 -1.64 -6.87  0.083
165 H 1.13 -0.81 -7.74  0.073
166 O -5.69 -1.18 2.06  -0.276
167 S -7.07 -1.43 1.80  0.579
168 O -7.52 -1.02 0.52  -0.272
169 O -7.37 -3.03 1.96  -0.279
170 C -6.60 -3.86 0.99  -0.230
171 C -5.48 -4.49 1.74  -0.089
172 C -8.18 -0.88 3.10  -0.088
173 H -6.20 -3.21 0.23  0.097
174 H -7.31 -4.61 0.58  0.131
175 H -5.80 -4.79 2.76  0.092
176 H -4.60 -3.82 1.90  0.075
177 H -5.05 -5.37 1.21  0.091
178 H -8.18 0.21 3.00  0.050
179 H -7.87 -1.19 4.09  0.071
180 H -9.12 -1.37 2.89  0.071
181 O 2.69 0.18 6.79  -0.297
182 S 3.11 -1.21 6.69  0.572
183 O 2.75 -2.15 7.73  -0.283
184 O 2.44 -1.69 5.34  -0.288
185 C 2.44 -3.12 5.07  -0.262
186 C 1.00 -3.71 4.96  -0.040
187 C 4.78 -1.35 6.27  -0.121
188 H 3.14 -3.69 5.76  0.121
189 H 2.99 -3.17 4.07  0.122
190 H 0.57 -3.18 4.10  0.064
191 H 0.40 -3.41 5.87  0.098
192 H 1.15 -4.74 4.80  0.061
193 H 5.11 -0.90 5.35  0.059
194 H 4.83 -2.42 6.16  0.061
195 H 5.37 -0.96 7.13  0.095
196 O -0.74 3.87 5.53  -0.248
197 S -0.84 2.83 4.58  0.574
198 O -2.13 2.60 3.91  -0.309
199 O 0.31 3.10 3.51  -0.249
200 C 0.38 2.15 2.38  -0.236
201 C 1.22 2.86 1.33  -0.065
202 C -0.27 1.38 5.24  -0.122
203 H -0.65 1.88 2.01  0.096
204 H 0.99 1.28 2.65  0.110
205 H 1.29 2.18 0.46  0.083
206 H 2.25 2.90 1.62  0.060
207 H 0.70 3.80 1.05  0.073
208 H 0.03 0.61 4.56  0.070
209 H -1.03 1.07 5.91  0.045
210 H 0.61 1.56 5.91  0.100
211 O -1.38 0.04 -7.53  -0.290
212 S -1.42 1.39 -6.99  0.570
213 O -2.59 1.80 -6.35  -0.258
214 O -0.09 1.53 -6.09  -0.320
215 C 0.10 2.60 -5.18  -0.247
216 C 0.40 1.94 -3.86  -0.039
217 C -0.95 2.51 -8.31  -0.097
218 H -0.82 3.28 -5.09  0.149
219 H 0.96 3.05 -5.64  0.111
220 H -0.59 1.56 -3.49  0.088
221 H 0.82 2.60 -3.10  0.076
222 H 0.97 1.03 -4.08  0.070
223 H -1.31 3.51 -8.00  0.074
224 H -1.56 2.28 -9.18  0.071
225 H 0.15 2.52 -8.38  0.070

Properties
Highest occupied orbital energy (hartree): -0.3838
Relative energy (zero: lowest compared OMol25 entry of this formula, charge and spin) (eV): 1.451
Multiplicity: 1
Energy (Ha): -11144.9269
Kohn-Sham gap (eV): 10.50
Lowest unoccupied orbital energy (Ha): 0.00199